No. 1
{"formula": "C24H19Br3MoN5O9", "method": "ωB97M-V/def2-TZVPD", "species": ["Mo", "C", "C", "N", "C", "C", "N", "C", "O", "O", "C", "O", "O", "H", "H", "H", "H", "H", "C", "O", "C", "O", "N", "N", "H", "H", "H", "H", "H", "H", "Br", "C", "C", "C", "Br", "C", "C", "C", "C", "N", "C", "C", "O", "H", "H", "H", "H", "Br", "C", "C", "C", "C", "C", "C", "C", "O", "O", "H", "H", "H", "H"], "positions_angstrom": [[-0.2569, 0.5970, -0.1536], [-3.7234, -0.9014, 0.6381], [-3.3980, -0.1483, -0.5996], [-2.2302, 0.4005, -0.9025], [-2.3814, 1.0508, -2.1054], [-3.6539, 0.8774, -2.5493], [-4.2693, 0.1189, -1.5894], [-4.3754, 1.2878, -3.7873], [-3.7026, 2.0364, -4.6253], [-5.5069, 0.9119, -3.9514], [-1.1862, 1.7267, -2.6555], [-1.2231, 2.3554, -3.6978], [-0.1400, 1.5396, -1.9059], [-2.8456, -0.9572, 1.2739], [-4.0503, -1.9155, 0.4025], [-4.5293, -0.4120, 1.1860], [-5.2389, -0.1564, -1.6629], [-2.7693, 2.2260, -4.3454], [-0.7964, -4.9567, -0.5438], [-0.7458, -3.6851, 0.1196], [-0.6593, -2.5607, -0.5639], [-0.7163, -1.5254, 0.1254], [-0.5456, -2.6657, -1.8977], [-0.4598, -1.5502, -2.7246], [-1.0320, -5.6775, 0.2309], [0.1725, -5.2048, -0.9807], [-1.5783, -4.9706, -1.3031], [-0.2118, -3.5441, -2.2638], [-0.9369, -1.7595, -3.5920], [0.5128, -1.3315, -2.9161], [-2.2011, 4.9480, 1.4981], [-1.2815, 3.6481, 2.4948], [-0.9831, 3.8523, 3.8513], [-0.2962, 2.9091, 4.5703], [0.1197, 3.2559, 6.3803], [0.1012, 1.6851, 3.9809], [0.8532, 0.6630, 4.5903], [1.1662, -0.4610, 3.8620], [0.7182, -0.5969, 2.5495], [0.0108, 0.3442, 1.9353], [-0.2626, 1.4844, 2.6350], [-0.8945, 2.4845, 1.8654], [-1.0722, 2.1923, 0.5844], [-1.2939, 4.7738, 4.3227], [1.1865, 0.7769, 5.6125], [1.7521, -1.2549, 4.3024], [0.9137, -1.4946, 1.9767], [3.5043, -2.8078, -1.4410], [4.3647, -1.1649, -1.0430], [5.7453, -1.2037, -1.1485], [6.4983, -0.0794, -0.8523], [5.8807, 1.0866, -0.4339], [4.5075, 1.1252, -0.3162], [3.7152, 0.0155, -0.6249], [2.2588, 0.2193, -0.4606], [1.8200, 1.2189, 0.1772], [1.3768, -0.5707, -0.9233], [6.2269, -2.1182, -1.4634], [7.5749, -0.1252, -0.9471], [6.4679, 1.9642, -0.2019], [3.9996, 2.0240, 0.0080]], "atomic_forces_ev_per_a": [[0.47, -0.92, -0.31], [-0.10, -0.03, -0.02], [0.13, 0.04, 0.13], [-0.68, -0.08, -0.32], [-0.01, -0.05, 0.05], [0.23, 0.11, -0.10], [-0.06, 0.05, -0.08], [0.02, -0.12, 0.26], [-0.18, 0.08, -0.34], [-0.04, 0.02, -0.01], [-0.28, 0.04, -0.14], [0.12, -0.11, 0.13], [0.23, 0.15, -0.46], [0.01, 0.00, 0.02], [0.02, 0.00, 0.01], [0.01, 0.03, -0.02], [-0.03, -0.02, 0.05], [0.08, 0.01, 0.11], [-0.02, -0.09, -0.02], [0.04, -0.13, 0.10], [0.09, 0.12, 0.07], [-0.11, 0.20, -0.38], [0.13, -0.06, 0.21], [0.00, 0.34, -0.05], [0.02, 0.01, 0.01], [0.01, 0.03, 0.02], [-0.02, 0.02, 0.03], [-0.04, -0.09, 0.06], [-0.11, 0.04, 0.03], [0.06, 0.06, 0.09], [0.07, 0.00, 0.11], [-0.01, -0.27, -0.61], [0.12, -0.13, 0.27], [-0.10, 0.26, 0.12], [-0.01, -0.01, -0.07], [-0.06, -0.11, -0.19], [-0.02, -0.12, -0.21], [0.04, 0.05, 0.34], [-0.35, -0.04, -0.33], [0.44, -0.26, 1.31], [0.00, 0.25, -0.01], [0.04, 0.15, 0.60], [-0.13, 0.38, -0.22], [0.02, 0.01, 0.00], [-0.01, -0.02, 0.01], [-0.01, -0.01, -0.02], [0.06, 0.02, 0.01], [-0.29, 0.10, 0.02], [-0.17, 0.36, 0.14], [-0.07, 0.03, -0.01], [0.07, 0.00, 0.00], [0.12, 0.09, 0.01], [-0.19, -0.02, -0.03], [0.24, -0.26, -0.07], [0.26, -0.14, -0.11], [-0.40, 0.19, 0.04], [0.27, -0.11, -0.24], [0.00, 0.00, 0.00], [0.00, 0.01, 0.00], [0.00, -0.01, 0.00], [0.07, -0.01, -0.01]], "relative_energy_kcal_mol": 15.8, "charge": 1, "e_tot_ev": -263056.78689, "spin_multiplicity": 3, "homo_energy_ev": [-10.75, -10.98]}

=====

No. 2
{"formula": "C24H19Cl5GeOPPtS", "method": "ωB97M-V/def2-TZVPD", "species": ["Pt", "Cl", "C", "C", "C", "C", "C", "Cl", "C", "S", "H", "H", "H", "C", "C", "C", "C", "C", "C", "P", "C", "C", "C", "C", "C", "C", "C", "C", "C", "C", "C", "C", "H", "H", "H", "H", "H", "H", "H", "H", "H", "H", "H", "H", "H", "H", "Cl", "Ge", "Cl", "Cl", "O", "H", "H"], "positions_angstrom": [[0.6030, -0.1026, -0.0403], [-1.6994, 0.5528, 1.5124], [-0.9825, 1.3992, 2.8307], [-1.8076, 2.1107, 3.6756], [-1.2677, 2.7745, 4.7728], [0.0935, 2.7363, 5.0137], [0.9288, 2.0271, 4.1613], [2.6138, 1.9806, 4.4554], [0.4039, 1.3339, 3.0432], [1.4887, 0.4012, 2.0776], [-2.8663, 2.1397, 3.4776], [-1.9133, 3.3160, 5.4476], [0.5139, 3.2520, 5.8631], [1.9928, 4.5200, 0.6477], [2.1590, 3.4977, -0.2774], [1.0624, 2.8401, -0.8072], [-0.2215, 3.2370, -0.4112], [-0.3863, 4.2692, 0.5170], [0.7198, 4.9174, 1.0317], [-1.7027, 2.3854, -0.9800], [-2.9410, 3.5273, -1.6158], [-4.2555, 3.0640, -1.7376], [-5.2415, 3.9138, -2.1986], [-4.9227, 5.2227, -2.5369], [-3.6158, 5.6767, -2.4214], [-2.6211, 4.8478, -1.9404], [-1.2580, 1.1440, -2.2131], [-1.6273, 1.2868, -3.5529], [-1.2804, 0.2884, -4.4452], [-0.6240, -0.8518, -4.0091], [-0.2588, -0.9895, -2.6761], [-0.5414, 0.0250, -1.7681], [2.8570, 5.0238, 1.0522], [3.1503, 3.2241, -0.6037], [1.2105, 2.1162, -1.6013], [-1.3810, 4.5745, 0.8080], [0.5871, 5.7343, 1.7231], [-4.4992, 2.0480, -1.4595], [-6.2594, 3.5662, -2.2818], [-5.6930, 5.9000, -2.8731], [-3.3710, 6.6902, -2.7011], [-1.6062, 5.2044, -1.8455], [-2.1378, 2.1815, -3.8836], [-1.5342, 0.3898, -5.4893], [-0.3962, -1.6445, -4.7020], [0.2524, -1.8899, -2.3518], [2.8385, -1.1436, -0.6013], [2.2087, -3.3274, -0.0966], [3.6907, -4.4253, -1.2347], [2.6468, -3.3898, 2.0317], [-0.4883, -2.5031, 0.5902], [-0.5969, -2.6993, 1.5280], [-1.2990, -2.7707, 0.1451]], "atomic_forces_ev_per_a": [[-0.79, 0.30, -0.01], [-0.38, -0.29, 0.11], [-0.28, 0.47, 0.44], [-0.04, -0.21, -0.38], [0.19, -0.07, -0.04], [0.25, -0.06, -0.05], [0.00, 0.08, 0.15], [-0.06, 0.14, 0.16], [0.50, -0.51, -0.52], [0.15, 0.29, 0.51], [-0.15, -0.01, 0.03], [-0.07, 0.05, 0.01], [0.07, 0.01, 0.05], [-0.01, -0.02, -0.03], [0.12, -0.05, 0.08], [-0.05, 0.18, -0.19], [-0.53, -0.31, 0.07], [-0.05, -0.11, -0.08], [0.01, -0.01, 0.04], [0.44, 0.68, -1.29], [0.32, -0.34, 0.40], [0.06, -0.08, 0.02], [-0.05, 0.03, -0.02], [0.08, -0.06, 0.08], [0.04, 0.18, -0.01], [0.04, -0.09, -0.03], [-0.12, 0.26, 0.74], [0.03, -0.05, 0.15], [-0.09, 0.07, -0.18], [-0.03, -0.07, 0.14], [-0.19, 0.02, -0.02], [0.55, -0.34, 0.09], [0.09, 0.05, 0.02], [0.11, -0.03, -0.03], [-0.07, -0.03, 0.06], [-0.10, 0.04, 0.09], [0.01, 0.08, 0.10], [-0.05, -0.08, 0.00], [-0.07, -0.05, -0.01], [-0.07, 0.01, -0.08], [0.01, 0.08, -0.01], [0.05, 0.07, -0.01], [-0.10, -0.06, -0.03], [-0.04, 0.03, -0.08], [0.06, -0.08, -0.17], [0.03, 0.02, -0.09], [-0.23, -0.43, 0.00], [1.13, 0.04, 0.14], [-0.57, 0.29, 0.40], [-0.28, -0.01, -0.63], [0.34, 0.14, -0.16], [-0.08, -0.06, 0.08], [-0.14, -0.10, -0.01]], "relative_energy_kcal_mol": 9.7, "charge": 2, "e_tot_ev": -169726.60047, "spin_multiplicity": 6, "homo_energy_ev": [-13.90, -14.61]}

=====

No. 3
{"formula": "C24H19Cl5N9O2RuS2", "method": "ωB97M-V/def2-TZVPD", "species": ["Ru", "N", "C", "N", "N", "N", "N", "C", "N", "N", "N", "N", "H", "Cl", "C", "C", "C", "Cl", "C", "Cl", "C", "Cl", "C", "Cl", "O", "S", "C", "C", "C", "C", "S", "O", "C", "C", "C", "C", "C", "C", "C", "C", "C", "C", "C", "C", "H", "H", "H", "H", "H", "H", "H", "H", "H", "H", "H", "H", "H", "H", "H", "H", "H", "H"], "positions_angstrom": [[0.4280, 0.7156, -0.3935], [-2.3320, 2.2850, -2.4984], [-2.1910, 2.6814, -1.2042], [-2.9768, 3.5545, -0.5801], [-2.5116, 3.6110, 0.6469], [-1.4994, 2.8382, 0.7991], [-1.2594, 2.2143, -0.3423], [-1.6375, 1.2419, -3.0225], [-1.8905, 0.6327, -4.1775], [-1.0055, -0.3359, -4.2537], [-0.2360, -0.3476, -3.2269], [-0.5929, 0.6343, -2.4143], [-3.0771, 2.7001, -3.0370], [1.5710, 3.4532, 0.2219], [2.1038, 2.8353, -1.3093], [2.1999, 1.4462, -1.3959], [2.6062, 0.9188, -2.6223], [2.7698, -0.7836, -2.7541], [2.8391, 1.7312, -3.7308], [3.2850, 1.0544, -5.2436], [2.6907, 3.1145, -3.6099], [2.9028, 4.1199, -4.9813], [2.3534, 3.6831, -2.3788], [2.1766, 5.3842, -2.2214], [0.6461, -1.6476, -0.0913], [-0.0161, -2.8532, -0.6585], [-0.7776, -3.7333, 0.8117], [-1.1735, -2.7731, 1.9244], [0.0140, -2.3389, 2.7920], [-0.3865, -1.3192, 3.8527], [-0.2846, 0.4425, 3.2130], [-0.4784, 0.3102, 1.7494], [1.5109, 0.5517, 3.4837], [1.9398, 0.7201, 4.7913], [3.2942, 0.7280, 5.0684], [4.2103, 0.5916, 4.0356], [3.7739, 0.4502, 2.7283], [2.4159, 0.4353, 2.4473], [-1.6080, -2.2939, -1.3214], [-2.2202, -1.1436, -0.8567], [-3.4298, -0.7507, -1.4118], [-3.9924, -1.4838, -2.4425], [-3.3771, -2.6422, -2.8901], [-2.1871, -3.0586, -2.3210], [-0.0333, -4.4528, 1.1514], [-1.6385, -4.2758, 0.4211], [-1.9313, -3.2437, 2.5574], [-1.6276, -1.8883, 1.4812], [0.7915, -1.9109, 2.1541], [0.4422, -3.2137, 3.2880], [0.2629, -1.3557, 4.7264], [-1.4170, -1.4587, 4.1771], [1.2127, 0.8371, 5.5810], [3.6309, 0.8372, 6.0886], [5.2678, 0.5974, 4.2537], [4.4818, 0.3429, 1.9215], [2.0671, 0.3244, 1.4103], [-1.7469, -0.5274, -0.0903], [-3.9384, 0.1265, -1.0414], [-4.9087, -1.1421, -2.9001], [-3.8181, -3.2168, -3.6879], [-1.6878, -3.9536, -2.6664]], "atomic_forces_ev_per_a": [[-2.23, 1.01, -2.06], [-0.33, 0.41, -0.17], [0.07, 0.09, 0.65], [-0.16, -0.58, -1.78], [0.46, 0.29, 1.32], [0.07, 0.34, 1.51], [1.41, -1.33, -1.02], [0.85, -0.74, -0.06], [-0.82, 1.40, 0.66], [0.74, -0.99, -0.43], [0.48, -0.91, -0.31], [0.82, 0.75, 1.54], [0.09, -0.12, 0.04], [0.08, 0.21, 0.04], [0.16, -0.38, 0.40], [-2.22, 0.08, -0.40], [-0.02, -0.21, 0.15], [0.16, -0.15, 0.02], [0.20, -0.03, 0.17], [-0.01, -0.08, 0.08], [-0.06, 0.07, 0.11], [0.06, 0.02, 0.04], [0.05, -0.02, -0.13], [0.01, -0.05, 0.08], [0.86, 2.10, 0.36], [-1.87, -0.83, -0.33], [0.43, 0.27, -0.15], [0.26, 0.21, -0.02], [-0.04, 0.14, -0.09], [-0.11, 0.38, -0.16], [0.90, -0.73, 1.11], [0.17, -0.05, -1.41], [-0.39, 0.11, -0.06], [-0.04, 0.00, -0.06], [-0.04, 0.02, 0.03], [0.05, -0.03, -0.04], [-0.02, 0.03, -0.04], [-0.39, -0.04, -0.40], [0.29, -0.25, 0.02], [0.08, 0.13, 0.28], [0.00, -0.10, 0.11], [-0.02, -0.09, 0.06], [-0.06, -0.06, 0.04], [0.15, -0.03, 0.05], [0.07, -0.06, 0.00], [0.10, 0.02, -0.16], [0.01, -0.05, -0.07], [-0.12, -0.01, 0.12], [-0.02, -0.13, 0.09], [0.01, 0.02, 0.04], [-0.06, 0.08, 0.01], [-0.09, 0.03, 0.03], [-0.06, 0.02, 0.17], [0.04, 0.05, 0.05], [0.08, 0.00, -0.01], [0.09, 0.02, -0.08], [0.24, -0.04, 0.45], [-0.33, -0.27, -0.12], [0.07, 0.18, 0.03], [-0.07, -0.02, -0.03], [-0.03, -0.06, -0.13], [0.02, -0.04, -0.12]], "relative_energy_kcal_mol": 65.8, "e_tot_ev": -129560.70525, "spin_multiplicity": 2, "homo_energy_ev": [-7.87, -7.87]}